# C30H38F3FeN4O6S

C30H38F3FeN4O6S as an isolated structure (wB97M-V/def2-TZVPD, the OMol25 dataset).

XYZ file:
```
83
Properties=species:S:1:pos:R:3:lowdin_charge:R:1
Fe -0.7338 0.2902 -1.2725 0.9618
C -0.7840 1.5353 0.9934 -0.0369
C -0.3586 2.5839 0.1773 -0.1035
C -1.3447 2.6893 -0.9029 -0.0809
C -2.3414 1.7066 -0.6211 -0.0999
C -2.0405 1.0092 0.5549 -0.2189
C -2.9616 0.1531 1.4027 -0.5371
C -4.3285 0.0008 0.7361 -0.0388
C -2.3926 -1.2378 1.6855 -0.0385
C -3.1434 0.8881 2.7417 -0.0374
C -1.5161 3.6513 -2.0898 -0.5016
C -2.9126 3.4569 -2.7040 -0.0539
C -0.4918 3.4103 -3.2137 -0.0323
C -1.4208 5.1236 -1.6764 -0.0451
C 0.8284 3.4628 0.5882 -0.5092
C 1.6311 2.7793 1.7108 -0.0611
C 0.3155 4.7696 1.2248 -0.0335
C 1.8014 3.7623 -0.5558 -0.0343
H -0.2668 1.1777 1.8695 0.1149
H -3.2454 1.5957 -1.1912 0.0914
H -4.2524 -0.5595 -0.1949 0.0713
H -4.7801 0.9707 0.5205 0.0943
H -5.0008 -0.5445 1.4009 0.0912
H -2.3010 -1.8135 0.7669 0.0555
H -3.0696 -1.7762 2.3522 0.0943
H -1.4179 -1.1794 2.1765 0.0866
H -3.4967 1.9098 2.5896 0.0950
H -2.2111 0.9300 3.3068 0.0815
H -3.8799 0.3595 3.3508 0.0875
H -3.0058 2.4836 -3.1862 0.0655
H -3.0731 4.2181 -3.4689 0.0909
H -3.7039 3.5582 -1.9593 0.0951
H -0.5898 2.4166 -3.6442 0.0656
H 0.5308 3.5314 -2.8666 0.0617
H -0.6710 4.1390 -4.0084 0.0943
H -2.0944 5.3649 -0.8512 0.0968
H -1.7099 5.7348 -2.5329 0.0877
H -0.4114 5.4147 -1.4056 0.0546
H 1.0544 2.7194 2.6354 0.0875
H 2.5210 3.3750 1.9181 0.0886
H 1.9574 1.7739 1.4540 0.0602
H -0.4691 4.5568 1.9535 0.0940
H -0.0723 5.4809 0.5050 0.0550
H 1.1390 5.2544 1.7544 0.0878
H 2.1556 2.8477 -1.0318 0.0769
H 2.6637 4.3077 -0.1662 0.0897
H 1.3536 4.3772 -1.3321 0.0564
F -4.3608 -0.2051 -4.6810 0.1533
C -4.1340 -0.5700 -3.4231 -0.6658
F -4.5560 0.4101 -2.6213 0.1291
F -4.8412 -1.6653 -3.1579 0.1501
S -2.3356 -0.9102 -3.2020 0.5609
O -2.1971 -1.3125 -1.7829 -0.3353
O -2.0378 -1.8841 -4.1905 -0.2155
O -1.7088 0.4176 -3.3020 -0.3255
O 0.5923 -1.0273 -2.7471 -0.0147
N 1.4034 -0.0852 -2.7215 -0.5046
O 2.4552 -0.0659 -3.2990 0.1113
O 1.0483 0.9304 -1.9803 -0.1203
N 4.2856 -3.9961 1.8410 0.1687
C 4.7817 -5.2210 2.2348 -0.1898
C 6.0238 -5.6224 2.7175 -0.0225
C 6.1620 -6.9616 3.0187 -0.0921
C 5.1040 -7.8713 2.8470 -0.0909
C 3.8770 -7.4647 2.3688 -0.0125
C 3.7175 -6.1140 2.0558 -0.2225
N 2.6123 -5.4465 1.5602 0.1852
C 2.9893 -4.2038 1.4453 -0.2770
C 2.1213 -3.1341 0.9406 -0.1144
C 2.5166 -1.8032 0.8794 0.0195
C 1.6369 -0.8622 0.3816 -0.1024
N 0.4130 -1.1660 -0.0505 0.0236
C 0.0419 -2.4529 -0.0185 -0.1028
C 0.8482 -3.4548 0.4788 0.0342
H 4.7962 -3.1335 1.7980 0.1508
H 6.8419 -4.9264 2.8486 0.1082
H 7.1106 -7.3232 3.3930 0.1012
H 5.2640 -8.9123 3.0940 0.1003
H 3.0591 -8.1589 2.2317 0.1127
H 3.4951 -1.4728 1.2000 0.1116
H 1.9305 0.1735 0.2910 0.0960
H -0.9283 -2.6825 -0.4328 0.0999
H 0.5127 -4.4811 0.4906 0.1215
```

Output
multiplicity = 6
energy relative to the best compared isomer or geometry (same formula, charge and spin) = 4.7 kcal per mole
calculated total energy = -3797.8904 hartree
<S²> = 8.77
charge = 0

***

# C26H68NO15PS9

C26H68NO15PS9 as an isolated structure (wB97M-V/def2-TZVPD, the OMol25 dataset).

XYZ file:
```
120
Properties=species:S:1:pos:R:3:lowdin_charge:R:1
C 2.4771 -0.0693 2.7188 -0.0087
C 3.1201 -1.3751 2.3045 -0.4799
O 3.9999 -1.8761 3.0007 0.0789
O 2.6823 -2.0277 1.2001 -0.0048
C 2.4863 -1.2240 0.0151 -0.1519
C 1.1028 -1.4725 -0.5647 -0.1484
C -0.0070 -1.5263 0.4937 -0.1938
C -0.4882 -2.9328 0.7772 -0.1805
C -1.4140 -3.0544 1.9981 -0.1795
C -2.8962 -2.8998 1.6958 -0.1662
C -3.3912 -1.5189 1.2873 -0.4695
P -2.9900 -0.0495 2.3940 0.9346
N -3.1360 1.2104 1.2488 -0.1257
O -1.4052 -0.0558 2.7606 -0.3341
C -4.9515 -1.5672 1.4433 -0.2058
O -5.5653 -1.8242 0.1783 -0.1689
S -4.6335 -1.0539 -0.8877 0.5514
O -5.0758 0.2948 -0.8769 -0.2280
O -4.7253 -1.7291 -2.1314 -0.2373
O -3.2755 -1.3248 -0.1899 -0.1982
H 1.9863 -0.2182 3.6714 0.0915
H 1.8196 0.3326 1.9607 0.0620
H 3.2813 0.6454 2.8381 0.0657
H 3.2126 -1.5851 -0.7052 0.1283
H 2.7062 -0.1768 0.1830 0.0786
H 1.1241 -2.4486 -1.0424 0.1123
H 0.8604 -0.7317 -1.3133 0.0794
H -0.8428 -0.9003 0.1868 0.0906
H 0.3410 -1.1145 1.4303 0.0785
H 0.3790 -3.5477 1.0027 0.1119
H -0.9841 -3.3915 -0.0779 0.1163
H -1.0797 -2.4266 2.8149 0.0993
H -1.2920 -4.0792 2.3433 0.1091
H -3.4425 -3.2538 2.5587 0.1092
H -3.1732 -3.5663 0.8817 0.1098
H -2.5018 1.0396 0.4719 0.0469
H -2.8280 2.0729 1.6822 0.0365
H -0.9359 0.6802 2.3030 0.0101
H -5.2532 -0.5417 1.7053 0.0757
H -5.3288 -2.1396 2.2732 0.1368
C 4.7806 3.8134 -0.8701 -0.2619
S 4.8289 2.5148 0.3486 0.8467
O 3.4946 1.8433 0.3071 -0.5562
C 4.8435 3.5889 1.7870 -0.2674
H 4.7250 3.3491 -1.8522 0.0252
H 3.8977 4.4350 -0.7092 0.0662
H 5.6957 4.4118 -0.7995 0.0150
H 3.9604 4.2297 1.7721 0.0512
H 5.7537 4.1871 1.7667 0.0354
H 4.8321 2.9618 2.6778 0.0416
C 6.2667 2.1522 -5.8246 -0.2736
S 5.2438 3.5554 -5.3613 0.8030
O 5.8542 4.1535 -4.1441 -0.5620
C 3.8307 2.5859 -4.8186 -0.2707
H 7.2293 2.5343 -6.1568 0.0467
H 6.4060 1.5015 -4.9614 0.0594
H 5.7876 1.6090 -6.6389 0.0520
H 4.1330 1.9031 -4.0247 0.0589
H 3.4264 2.0293 -5.6634 0.0535
H 3.0763 3.2728 -4.4418 0.0536
C -6.5903 3.1679 5.3179 -0.2775
S -6.3095 1.7277 4.2762 0.7846
O -5.0897 1.0507 4.7858 -0.5804
C -5.8425 2.6512 2.8075 -0.2747
H -6.8590 2.8160 6.3114 0.0470
H -5.6777 3.7621 5.3718 0.0537
H -7.4074 3.7602 4.9061 0.0502
H -4.9830 3.2837 3.0336 0.0552
H -6.6875 3.2578 2.4808 0.0543
H -5.5780 1.9424 2.0244 0.0198
C 0.3463 -1.9864 -5.4680 -0.2671
S 0.2132 -0.4951 -4.4741 0.8082
O 1.4453 -0.4131 -3.6432 -0.5616
C -1.1116 -1.1060 -3.4295 -0.2718
H 1.1566 -1.8436 -6.1802 0.0443
H 0.5654 -2.8363 -4.8222 0.0603
H -0.5891 -2.1482 -6.0027 0.0520
H -0.7974 -2.0233 -2.9318 0.0485
H -1.9962 -1.2942 -4.0372 0.0551
H -1.3359 -0.3433 -2.6852 0.0502
C -3.3718 -7.7879 0.5142 -0.2645
S -4.4122 -6.3635 0.8563 0.7928
O -3.9911 -5.8236 2.1729 -0.5381
C -5.9219 -7.3013 1.1250 -0.2683
H -2.3569 -7.4299 0.3556 0.0521
H -3.3943 -8.4694 1.3645 0.0586
H -3.7286 -8.2881 -0.3862 0.0507
H -5.7683 -8.0184 1.9314 0.0579
H -6.1967 -7.8151 0.2039 0.0520
H -6.7066 -6.6001 1.4001 0.0499
C 9.1066 6.7026 -1.2719 -0.2624
S 8.3892 6.1933 0.2916 0.8375
O 7.3374 5.1881 -0.0307 -0.5679
C 7.5426 7.7402 0.6317 -0.2671
H 9.6484 5.8540 -1.6826 0.0530
H 8.3139 6.9991 -1.9583 0.0629
H 9.7953 7.5294 -1.0992 0.0538
H 6.8573 7.9692 -0.1843 0.0610
H 8.2783 8.5355 0.7480 0.0534
H 6.9853 7.6206 1.5582 0.0486
C 2.0199 3.2110 3.8172 -0.2562
S 0.4591 2.3943 4.1556 0.8473
O -0.2554 2.2936 2.8520 -0.5471
C -0.2976 3.7520 5.0478 -0.2569
H 2.6254 2.5350 3.2173 0.0046
H 1.8393 4.1329 3.2642 0.0641
H 2.5259 3.4210 4.7594 0.0663
H -0.3247 4.6384 4.4137 0.0596
H 0.2743 3.9467 5.9543 0.0558
H -1.3104 3.4528 5.3109 0.0534
C -4.7364 -4.1853 -4.2930 -0.2587
S -3.4783 -5.0894 -3.3900 0.7949
O -2.2061 -4.3318 -3.5297 -0.5551
C -3.3899 -6.4749 -4.5344 -0.2734
H -4.9154 -3.2524 -3.7660 0.0159
H -4.3818 -3.9818 -5.3040 0.0603
H -5.6533 -4.7748 -4.3208 0.0568
H -3.1283 -6.1127 -5.5287 0.0560
H -4.3518 -6.9871 -4.5561 0.0504
H -2.6208 -7.1569 -4.1779 0.0465
```

Output
calculated total energy = -6139.6054 hartree
charge = 0

***

# C5H8N4O

An isolated molecule of C5H8N4O (wB97M-V/def2-TZVPD, the OMol25 dataset).

XYZ file:
```
18
Properties=species:S:1:pos:R:3:lowdin_charge:R:1
C 2.0725 -2.9123 -1.1996 -0.0822
C 1.1983 -1.8641 -1.8679 -0.1923
N 0.4371 -1.0861 -0.8984 -0.1622
C 0.7515 0.0839 -0.3212 -0.0105
C -0.3126 0.3412 0.5285 -0.2143
C -0.5884 1.5200 1.3898 -0.4976
N -0.7477 2.7046 0.7718 0.1336
O -1.1040 1.4042 2.5089 0.0496
N -1.2089 -0.6665 0.3774 0.0770
N -0.7267 -1.5443 -0.4388 0.0460
H 2.5923 -3.4957 -1.9707 0.0764
H 2.8239 -2.4402 -0.5531 0.0769
H 1.4648 -3.5988 -0.5958 0.0801
H 1.7972 -1.1531 -2.4478 0.1193
H 0.4709 -2.3271 -2.5458 0.1215
H 1.6482 0.6337 -0.5888 0.1292
H 0.0528 3.0973 0.2953 0.1004
H -1.5497 3.2449 1.2064 0.1493
```

Output
energy relative to the best compared isomer or geometry (same formula, charge and spin) = 47.7 kcal per mole
calculated total energy = -489.5530 hartree
charge = 0
SMILES string = CCn1cc(C(N)=O)nn1

***

For the records above, the corresponding max |F| values read 0.5 2.5 4.0 eV Å⁻¹.